Entry 1:
The following is a quantum chemistry calculation of C53H48CrN10OS3 as an isolated structure, from OMol25.

Results
<S²>	0.77
E	-4909.50684	a.u.
max |F|	1.640	eV/Å

```
! wB97M-V def2-TZVPD RIJCOSX def2/J DEFGRID3
* xyz 3 2
Cr 0.991 0.197 -0.750
C -1.205 2.238 3.261
C -0.815 2.310 1.931
N 0.336 1.789 1.511
C 1.109 1.216 2.430
C 0.675 1.063 3.742
N -0.480 1.570 4.158
C 2.430 0.736 1.966
C 3.485 0.628 2.845
C 4.747 0.213 2.418
C 4.875 -0.012 1.046
C 3.798 0.155 0.213
N 2.566 0.489 0.652
C 3.891 0.045 -1.250
C 5.069 0.015 -1.979
N 5.072 0.014 -3.308
C 3.892 0.069 -3.923
C 2.708 0.100 -3.211
N 2.715 0.071 -1.875
C 5.881 0.051 3.357
C 5.760 0.402 4.696
C 6.846 0.229 5.543
N 8.019 -0.268 5.143
C 8.132 -0.602 3.855
C 7.102 -0.461 2.935
H -2.118 2.712 3.611
H -1.444 2.786 1.184
H 1.244 0.482 4.463
H 3.311 0.891 3.876
H 5.822 -0.302 0.617
H 6.035 0.002 -1.486
H 3.890 0.084 -5.009
H 1.750 0.134 -3.704
H 4.849 0.821 5.105
H 6.770 0.500 6.591
H 9.091 -1.002 3.543
H 7.281 -0.766 1.910
S 0.536 -1.553 0.924
C -1.106 -1.532 1.310
N -1.597 -2.175 2.325
C -3.038 -2.073 2.636
C -3.815 -2.085 1.362
N -3.320 -1.003 0.483
C -4.363 -0.305 -0.314
C -5.206 0.586 0.567
C -6.545 0.283 0.784
C -7.324 1.099 1.599
C -6.762 2.216 2.200
C -5.420 2.522 1.986
C -4.643 1.710 1.173
C -2.059 -0.710 0.453
S -1.431 0.551 -0.477
C -0.816 -3.078 3.217
C -1.180 -4.521 2.948
C -0.841 -5.119 1.732
C -1.194 -6.438 1.486
C -1.883 -7.167 2.451
C -2.218 -6.577 3.660
C -1.870 -5.253 3.908
H -3.220 -1.158 3.203
H -3.315 -2.926 3.248
H -4.867 -1.902 1.567
H -3.715 -3.042 0.846
H -4.984 -1.080 -0.762
H -3.875 0.251 -1.105
H -6.995 -0.583 0.302
H -8.369 0.858 1.763
H -7.370 2.855 2.830
H -4.989 3.403 2.447
H -3.595 1.951 1.001
H -1.080 -2.813 4.240
H 0.239 -2.887 3.070
H -0.285 -4.557 0.985
H -0.920 -6.906 0.547
H -2.151 -8.201 2.261
H -2.745 -7.146 4.417
H -2.123 -4.798 4.863
O 1.013 1.910 -1.825
S 0.083 3.149 -1.694
C -1.154 2.893 -2.942
C -2.422 3.405 -2.704
C -3.410 3.217 -3.661
C -3.125 2.512 -4.825
C -1.848 1.999 -5.045
C -0.848 2.189 -4.101
C 1.041 4.463 -2.374
C 2.033 4.215 -3.314
C 2.727 5.297 -3.829
C 2.423 6.589 -3.410
C 1.431 6.815 -2.465
C 0.734 5.744 -1.927
H -2.637 3.952 -1.788
H -4.402 3.623 -3.498
H -3.896 2.376 -5.574
H -1.624 1.473 -5.967
H 0.159 1.822 -4.272
H 2.261 3.202 -3.628
H 3.506 5.134 -4.564
H 2.972 7.427 -3.821
H 1.208 7.823 -2.138
H -0.035 5.902 -1.175
C -1.970 -2.375 -4.696
C -0.845 -2.230 -3.723
C 0.161 -3.106 -3.355
C 0.944 -2.437 -2.412
N 0.425 -1.209 -2.188
N -0.663 -1.125 -2.994
C 2.199 -2.964 -1.788
H -1.659 -2.993 -5.536
H -2.305 -1.409 -5.080
H -2.821 -2.868 -4.223
H 0.329 -4.101 -3.748
H -1.191 -0.267 -3.041
H 2.199 -4.050 -1.839
H 2.305 -2.675 -0.747
H 3.078 -2.617 -2.333
*
```

Atom charges from the Löwdin analysis, given in e for atoms 1 to 5: atom 1 (Cr): 0.5152, atom 2 (C): -0.0759, atom 3 (C): -0.1453, atom 4 (N): 0.0849, atom 5 (C): -0.2338

---

Entry 2:
The following is a quantum chemistry calculation of one molecule with the formula C6H12, from OMol25.

Results
SMILES	CC[C@H]1C[C@H]1C
E	-235.76638	a.u.
energy relative to the best compared isomer or geometry (same formula, charge and spin)	136.1	kJ/mol
max |F|	0.889	eV/Å

```
! wB97M-V def2-TZVPD RIJCOSX def2/J DEFGRID3
* xyz 0 1
C 0.389 -1.912 -0.205
C -0.902 -1.096 -0.089
C -0.631 0.186 -0.806
C -0.962 1.578 -0.396
C 0.487 1.036 -0.304
C 1.019 0.949 1.124
H 0.694 -1.963 -1.258
H 1.238 -1.452 0.314
H 0.265 -2.918 0.187
H -1.188 -0.898 0.951
H -1.745 -1.623 -0.550
H -0.605 0.089 -1.892
H -1.423 1.728 0.582
H -1.403 2.240 -1.145
H 1.294 1.178 -1.028
H 1.314 1.962 1.407
H 1.900 0.308 1.273
H 0.259 0.607 1.835
*
```

Atom charges from the natural (NBO) analysis, given in e for atoms 1 to 5: atom 1 (C): -0.6014, atom 2 (C): -0.4030, atom 3 (C): -0.2261, atom 4 (C): -0.4172, atom 5 (C): -0.2302

---

Entry 3:
The following is a quantum chemistry calculation of C23H22GeNO2SV as an isolated structure, from OMol25.

Results
E	-4513.32842	a.u.
max |F|	5.297	eV/Å

```
! wB97M-V def2-TZVPD RIJCOSX def2/J DEFGRID3
* xyz 2 1
V -0.911 -0.363 -0.329
O -0.177 0.509 0.932
N -0.253 0.304 2.255
C 0.106 1.242 3.149
C -0.081 0.996 4.484
C -0.616 -0.228 4.890
C -0.947 -1.185 3.946
C -0.774 -0.895 2.603
S -1.258 -1.904 1.264
H 0.522 2.161 2.762
H 0.191 1.751 5.207
H -0.792 -0.421 5.940
H -1.353 -2.146 4.230
C 0.324 -3.467 -1.699
Ge 0.913 -1.584 -1.608
C 2.778 -1.330 -1.067
C 3.541 -2.410 -0.630
C 4.909 -2.260 -0.464
C 5.510 -1.033 -0.717
C 4.748 0.046 -1.148
C 3.382 -0.098 -1.322
C 0.635 -0.605 -3.310
C -0.108 0.556 -3.367
C -0.395 1.189 -4.585
C 0.050 0.634 -5.755
C 0.831 -0.543 -5.749
C 1.292 -1.131 -6.950
C 2.094 -2.238 -6.928
C 2.495 -2.796 -5.700
C 2.051 -2.263 -4.521
C 1.174 -1.151 -4.507
H 0.696 -3.924 -2.613
H -0.764 -3.528 -1.689
H 0.701 -4.023 -0.841
H 3.078 -3.371 -0.435
H 5.507 -3.101 -0.139
H 6.577 -0.917 -0.578
H 5.220 0.996 -1.361
H 2.791 0.736 -1.684
H -0.479 1.022 -2.451
H -0.971 2.104 -4.604
H -0.170 1.110 -6.702
H 0.993 -0.690 -7.893
H 2.439 -2.679 -7.853
H 3.168 -3.643 -5.688
H 2.411 -2.664 -3.580
C -2.807 -1.547 -2.311
O -1.892 -0.972 -1.400
H -3.502 -0.789 -2.669
H -3.369 -2.340 -1.815
H -2.262 -1.966 -3.158
*
```

Atom charges from the natural (NBO) analysis, given in e for atoms 1 to 5: atom 1 (V): 1.0584, atom 2 (O): -0.4634, atom 3 (N): 0.0154, atom 4 (C): 0.0654, atom 5 (C): -0.2120

---

Entry 4:
The following is a quantum chemistry calculation of C46H51AsCaGeN7O12S2 as an isolated structure, from OMol25.

Results
<S²>	0.78
E	-8856.55297	a.u.
energy relative to the best compared isomer or geometry (same formula, charge and spin)	0.0	kJ/mol
max |F|	0.751	eV/Å

```
! wB97M-V def2-TZVPD RIJCOSX def2/J DEFGRID3
* xyz -2 2
Ca 0.351 0.410 -0.020
C -0.099 -4.306 1.456
C -0.276 -2.910 2.069
C -0.058 -2.996 3.580
C -1.703 -2.438 1.806
O 0.632 -1.967 1.508
Ge 2.312 -2.429 0.831
O 1.976 -1.308 -0.711
C 2.286 -1.835 -2.001
C 2.187 -0.707 -3.019
C 1.257 -2.913 -2.351
C 3.705 -2.417 -2.042
O 3.236 -0.946 1.503
C 3.876 -0.828 2.755
C 2.855 -0.846 3.891
C 4.892 -1.957 2.954
C 4.605 0.516 2.751
H -0.861 -4.983 1.853
H 0.885 -4.722 1.675
H -0.214 -4.258 0.371
H -0.834 -3.612 4.044
H -0.107 -1.996 4.013
H 0.914 -3.440 3.809
H -2.417 -3.239 2.026
H -1.790 -2.158 0.758
H -1.945 -1.571 2.418
H 1.231 -0.197 -2.918
H 2.254 -1.103 -4.036
H 2.982 0.022 -2.871
H 0.270 -2.446 -2.363
H 1.269 -3.707 -1.599
H 1.458 -3.354 -3.331
H 4.415 -1.676 -1.672
H 3.971 -2.667 -3.072
H 3.789 -3.318 -1.432
H 2.384 -1.825 3.963
H 2.072 -0.113 3.698
H 3.329 -0.617 4.849
H 4.391 -2.927 2.996
H 5.452 -1.815 3.882
H 5.596 -1.975 2.118
H 3.916 1.290 2.418
H 5.455 0.491 2.064
H 4.980 0.771 3.745
S -1.755 2.706 -0.554
C -2.056 3.326 -2.075
C -3.062 4.358 -2.159
N -3.883 5.166 -2.206
C -1.445 2.931 -3.291
S -0.329 1.704 -3.471
C -1.846 3.616 -4.494
N -2.142 4.137 -5.479
O -2.106 0.588 3.579
C -1.163 0.915 2.845
O -1.072 0.617 1.615
C -0.044 1.749 3.448
C -0.162 2.082 4.768
C 0.791 2.888 5.409
C 1.844 3.426 4.695
C 1.963 3.132 3.356
C 1.104 2.182 2.669
O 1.387 1.739 1.534
N 3.024 3.817 2.649
O 4.032 4.132 3.277
O 2.903 4.011 1.455
N 0.659 3.202 6.804
O 1.509 3.915 7.332
O -0.281 2.725 7.426
H -1.019 1.706 5.308
H 2.555 4.086 5.167
C 2.562 5.965 -1.595
N 3.055 4.613 -1.424
C 4.360 4.348 -1.228
C 4.781 3.094 -0.986
C 3.769 2.077 -0.895
N 2.494 2.310 -1.128
C 2.077 3.588 -1.369
O 0.920 3.921 -1.530
N 4.168 0.830 -0.586
H 3.412 6.643 -1.661
H 1.931 6.243 -0.751
H 1.959 6.031 -2.499
H 5.032 5.196 -1.262
H 5.821 2.870 -0.804
H 5.072 0.745 -0.156
H 3.486 0.162 -0.235
O -1.338 -0.807 -1.261
As -2.892 -1.054 -1.737
C -3.273 -2.947 -1.628
C -2.207 -3.837 -1.616
C -2.445 -5.201 -1.531
C -3.748 -5.674 -1.454
C -4.813 -4.783 -1.454
C -4.577 -3.418 -1.540
C -3.183 -0.598 -3.583
C -3.694 0.649 -3.921
C -3.820 1.006 -5.256
C -3.429 0.117 -6.247
C -2.921 -1.130 -5.910
C -2.801 -1.491 -4.576
C -4.262 -0.190 -0.715
C -3.968 0.163 0.595
C -4.959 0.727 1.387
C -6.228 0.934 0.868
C -6.519 0.578 -0.445
C -5.536 0.012 -1.242
H -1.193 -3.454 -1.636
H -1.611 -5.890 -1.505
H -3.934 -6.738 -1.377
H -5.829 -5.149 -1.374
H -5.408 -2.723 -1.516
H -3.970 1.355 -3.147
H -4.184 1.991 -5.515
H -3.508 0.406 -7.288
H -2.608 -1.819 -6.684
H -2.399 -2.463 -4.312
H -2.965 0.053 0.992
H -4.706 1.011 2.401
H -6.995 1.389 1.482
H -7.506 0.757 -0.852
H -5.758 -0.253 -2.269
*
```

Atom charges from the Löwdin analysis, given in e for atoms 1 to 5: atom 1 (Ca): 1.3026, atom 2 (C): -0.0882, atom 3 (C): -0.6874, atom 4 (C): -0.0409, atom 5 (C): -0.0306

---

Entry 5:
The following is a quantum chemistry calculation of one molecule with the formula C20H29N5OS2, from OMol25.

Results
SMILES	COCCCNC(=S)N1CCN(c2nc(C)nc3sc4c(c23)CCCC4)CC1
E	-1924.93856	a.u.
energy relative to the best compared isomer or geometry (same formula, charge and spin)	2.6	kJ/mol
max |F|	0.830	eV/Å

```
! wB97M-V def2-TZVPD RIJCOSX def2/J DEFGRID3
* xyz 0 1
C 9.235 0.070 -1.026
O 7.927 0.575 -0.975
C 7.067 -0.201 -0.173
C 5.681 0.434 -0.200
C 4.702 -0.325 0.684
N 3.393 0.284 0.607
C 2.302 -0.319 1.141
S 2.416 -1.854 1.759
N 1.138 0.384 1.164
C -0.058 -0.220 1.709
C -0.924 -0.827 0.596
N -1.251 0.181 -0.396
C -2.345 0.987 -0.156
N -2.144 2.300 -0.150
C -3.147 3.121 0.141
C -2.856 4.586 0.136
N -4.368 2.739 0.464
C -4.602 1.440 0.370
S -6.179 0.758 0.602
C -5.577 -0.811 0.116
C -4.249 -0.824 -0.159
C -3.648 0.465 0.018
C -3.592 -2.053 -0.715
C -4.642 -2.957 -1.361
C -5.756 -3.242 -0.358
C -6.519 -1.955 -0.041
C -0.061 0.830 -0.908
C 0.804 1.427 0.214
H 9.690 0.040 -0.027
H 9.256 -0.941 -1.450
H 9.804 0.744 -1.663
H 7.446 -0.240 0.861
H 7.020 -1.233 -0.554
H 5.773 1.468 0.139
H 5.322 0.448 -1.230
H 5.061 -0.345 1.723
H 4.605 -1.362 0.352
H 3.397 1.292 0.547
H -0.623 0.562 2.227
H 0.233 -0.996 2.419
H -0.374 -1.637 0.108
H -1.836 -1.219 1.039
H -2.503 4.886 -0.848
H -3.758 5.133 0.390
H -2.073 4.811 0.857
H -2.829 -1.762 -1.438
H -3.099 -2.618 0.082
H -4.174 -3.889 -1.681
H -5.061 -2.466 -2.241
H -6.447 -3.988 -0.754
H -5.317 -3.644 0.558
H -7.117 -2.075 0.866
H -7.215 -1.725 -0.854
H 0.518 0.070 -1.444
H -0.365 1.617 -1.596
H 0.226 2.198 0.730
H 1.694 1.879 -0.221
*
```

Atom charges from the natural (NBO) analysis, given in e for atoms 1 to 5: atom 1 (C): -0.2448, atom 2 (O): -0.5378, atom 3 (C): -0.0503, atom 4 (C): -0.4224, atom 5 (C): -0.2144

---

Entry 6:
The following is a quantum chemistry calculation of a 2-piece molecular cluster, C25H32N3O overall, from OMol25.

Results
E	-1211.10435	a.u.
energy relative to the best compared isomer or geometry (same formula, charge and spin)	45.8	kJ/mol
max |F|	3.527	eV/Å

```
! wB97M-V def2-TZVPD RIJCOSX def2/J DEFGRID3
* xyz 1 1
C 0.286 1.423 2.925
C -1.024 0.809 2.621
N -2.119 0.959 3.423
C -2.147 1.733 4.649
C -3.220 0.290 2.874
C -2.801 -0.289 1.653
C -3.720 -1.015 0.901
C -4.997 -1.231 1.427
C -5.391 -0.690 2.660
C -4.501 0.122 3.385
C -1.401 0.061 1.478
C -0.564 -0.289 0.381
C -0.769 -1.673 -0.163
C -1.311 -2.787 0.541
C -1.515 -4.023 -0.087
C -1.184 -4.210 -1.433
C -0.605 -3.145 -2.124
C -0.344 -1.935 -1.478
H 1.024 0.975 2.248
H 0.295 2.521 2.787
H 0.564 1.222 3.970
H -3.128 1.607 5.111
H -1.394 1.358 5.351
H -1.950 2.803 4.475
H -3.423 -1.371 -0.078
H -5.703 -1.834 0.866
H -6.388 -0.903 3.059
H -4.771 0.573 4.336
H 0.499 -0.043 0.495
H -1.607 -2.659 1.590
H -1.943 -4.840 0.493
H -1.321 -5.184 -1.910
H -0.341 -3.266 -3.169
H 0.170 -1.134 -2.011
C 6.229 -1.321 -2.503
C 5.155 -0.247 -2.516
C 3.764 -0.866 -2.608
N 2.683 0.125 -2.621
C 1.920 0.457 -1.544
C 0.714 1.299 -1.944
C 1.323 2.724 -2.175
C 0.653 3.654 -1.155
C -0.298 2.770 -0.314
N -0.350 1.338 -0.893
O 2.225 0.172 -0.380
H 7.214 -0.866 -2.399
H 6.088 -2.006 -1.663
H 6.214 -1.899 -3.431
H 5.192 0.342 -1.592
H 5.300 0.435 -3.364
H 3.683 -1.449 -3.538
H 3.584 -1.547 -1.769
H 2.490 0.570 -3.509
H 0.327 0.861 -2.890
H 2.433 2.725 -2.066
H 1.143 3.031 -3.215
H 1.406 4.157 -0.528
H 0.128 4.458 -1.695
H 0.064 2.657 0.706
H -1.273 3.276 -0.293
H -1.266 1.218 -1.346
*
```

Atom charges from the natural (NBO) analysis, given in e for atoms 1 to 5: atom 1 (C): -0.6834, atom 2 (C): 0.3382, atom 3 (N): -0.3330, atom 4 (C): -0.4136, atom 5 (C): 0.2007

---

Entry 7:
The following is a quantum chemistry calculation of C4H7N3O2 as an isolated structure, from OMol25.

Results
E	-471.25028	a.u.
energy relative to the best compared isomer or geometry (same formula, charge and spin)	401.1	kJ/mol
max |F|	4.720	eV/Å

```
! wB97M-V def2-TZVPD RIJCOSX def2/J DEFGRID3
* xyz 0 1
C -0.469 2.040 -0.489
N 0.189 0.853 0.019
C -0.117 -1.659 0.068
C 1.310 0.407 -0.266
C -0.939 -0.423 0.874
O 0.720 -2.310 0.900
N 2.465 0.070 -0.177
N -2.196 -0.324 0.668
O -0.381 -2.027 -1.051
H 1.117 -3.061 0.426
H 3.288 0.173 -0.744
H -2.447 -0.322 -0.321
H -0.588 -0.420 1.902
H -1.247 1.734 -1.188
H 0.230 2.717 -0.979
H -0.933 2.550 0.357
*
```

Atom charges from the natural (NBO) analysis, given in e for atoms 1 to 5: atom 1 (C): -0.3943, atom 2 (N): -0.5180, atom 3 (C): 0.7148, atom 4 (C): 0.7363, atom 5 (C): 0.0868

---

Entry 8:
The following is a quantum chemistry calculation of a 2-piece molecular cluster, C3H11NSi overall, from OMol25.

Results
E	-465.02069	a.u.
energy relative to the best compared isomer or geometry (same formula, charge and spin)	317.2	kJ/mol
max |F|	1.758	eV/Å

```
! wB97M-V def2-TZVPD RIJCOSX def2/J DEFGRID3
* xyz 0 1
C 2.631 -0.609 -0.709
C -2.326 -0.818 0.254
C -0.774 1.973 0.468
N 1.401 -0.871 -1.385
Si -0.719 0.093 0.676
H 2.711 -1.046 0.301
H 3.482 -1.003 -1.284
H 2.763 0.473 -0.628
H -2.710 -1.359 1.115
H -3.097 -0.123 -0.070
H -2.176 -1.537 -0.545
H -1.715 2.291 0.025
H -0.664 2.487 1.418
H 0.026 2.310 -0.184
H 1.177 -1.862 -1.308
H -0.011 -0.400 1.855
*
```

Atom charges from the natural (NBO) analysis, given in e for atoms 1 to 5: atom 1 (C): -0.4623, atom 2 (C): -1.1209, atom 3 (C): -1.1219, atom 4 (N): -0.6252, atom 5 (Si): 1.1933

---

Question: Among the records above, which one has the highest max |F|?
Answer: C23H22GeNO2SV

---

Question: What is the E in the first record?
Answer: -4909.50684 a.u.

---

Question: What is the max |F| in the fifth record?
Answer: 0.830 eV/Å